A.
# H2N2O3S

A structure of composition H2N2O3S (ωB97M-V/def2-TZVPD, the Open Molecules 2025 dataset).

Cartesian coordinates (Å):
1 S -1.68 -0.49 -0.39
2 O -0.97 -1.68 -0.64
3 O -1.98 -0.23 1.01
4 O 0.60 2.28 -0.27
5 N 0.30 0.73 -0.46
6 N 1.13 -0.05 -0.01
7 H 1.97 0.40 0.46
8 H 0.63 -0.95 0.29

Its spin multiplicity is 1. The gap between HOMO and LUMO is 8.99 eV.

Results of the Löwdin charge analysis, in e, for atoms 1 through 6:
1. S 0.833
2. O -0.446
3. O -0.424
4. O -0.205
5. N -0.149
6. N 0.085

B.
# H2N2O3S

The molecule H2N2O3S (ωB97M-V/def2-TZVPD, the Open Molecules 2025 dataset).

Cartesian coordinates (Å):
1 S 1.41 0.03 -0.46
2 O -2.45 -0.51 -0.45
3 O 1.59 1.27 0.58
4 O 2.30 -0.98 0.04
5 N -0.38 -0.64 0.24
6 N -1.15 -0.24 -0.62
7 H -2.53 -1.07 0.27
8 H 1.22 2.14 0.39

Its spin multiplicity is 1. The gap between HOMO and LUMO is 9.77 eV.

Results of the Löwdin charge analysis, in e, for atoms 1 through 6:
1. S 0.921
2. O 0.007
3. O -0.302
4. O -0.442
5. N -0.071
6. N -0.228

We find B to be the most stable, with the next structure 40.9 kcal/mol higher.

A.
# CH5OP

The molecule CH5OP (ωB97M-V/def2-TZVPD, the Open Molecules 2025 dataset).

Cartesian coordinates (Å):
1 P -0.67 -0.42 -0.85
2 O 0.37 -1.57 -0.35
3 C 0.32 1.04 0.08
4 H -1.68 -0.59 0.24
5 H -0.30 2.03 -0.07
6 H 0.27 -2.10 0.47
7 H 0.44 0.68 1.03
8 H 1.25 0.94 -0.56

Its spin multiplicity is 1. The gap between HOMO and LUMO is 9.78 eV.

Results of the Löwdin charge analysis, in e, for atoms 1 through 6:
1. P 0.734
2. O -0.467
3. C -0.307
4. H -0.068
5. H 0.055
6. H 0.065

B.
# CH5OP

The molecule CH5OP (ωB97M-V/def2-TZVPD, the Open Molecules 2025 dataset).

Cartesian coordinates (Å):
1 P -0.15 0.51 0.01
2 O -1.56 -0.35 0.04
3 C 1.18 -0.55 0.16
4 H -0.72 0.99 -1.09
5 H 1.37 -1.07 -0.91
6 H -0.29 1.49 0.85
7 H 1.99 0.10 0.39
8 H -1.81 -1.12 0.54

Its spin multiplicity is 1. The gap between HOMO and LUMO is 9.40 eV.

Results of the Löwdin charge analysis, in e, for atoms 1 through 6:
1. P 0.702
2. O -0.317
3. C -0.339
4. H -0.024
5. H 0.037
6. H -0.036

We find A to be the most stable, with the next structure 39.7 kcal/mol higher.

A.
# H39O19

A cluster of 19 separate species, H39O19 in total (ωB97M-V/def2-TZVPD, the Open Molecules 2025 dataset).

Cartesian coordinates (Å):
1 O 1.56 -4.26 2.17
2 O -2.52 1.93 -2.51
3 O 3.76 2.80 -0.21
4 O 2.68 -2.75 0.04
5 O -1.28 -3.32 2.24
6 O -1.44 -0.98 3.11
7 O 4.63 -0.35 -1.59
8 O -0.28 -1.94 -1.77
9 O -3.09 -1.02 -2.06
10 O 1.15 2.80 0.49
11 O 0.62 -0.62 -4.71
12 O 1.09 0.04 4.78
13 O -0.06 3.74 -2.57
14 O -2.21 3.70 2.86
15 O 1.82 2.33 -1.92
16 O -0.07 1.12 2.21
17 O 0.80 -0.40 -0.09
18 O -3.25 -2.90 -0.42
19 O -2.80 1.55 0.04
20 H 4.70 2.71 -0.38
21 H -0.25 4.58 -2.15
22 H -2.81 -3.75 -0.22
23 H 2.71 -3.68 -0.20
24 H 0.60 0.88 4.94
25 H 0.37 0.08 0.70
26 H 2.26 -2.66 -0.84
27 H -0.10 -1.67 -0.84
28 H -0.32 -0.78 -4.77
29 H -3.33 -1.76 -2.65
30 H -1.27 3.47 3.00
31 H -0.83 -1.28 -2.19
32 H -0.55 -3.67 1.65
33 H -0.57 0.33 2.46
34 H -2.45 0.98 -2.70
35 H 3.68 -0.63 -1.60
36 H 0.82 0.01 3.85
37 H 4.74 -0.06 -2.50
38 H -2.78 0.97 0.83
39 H -1.58 -1.60 2.38
40 H -1.72 -1.33 3.97
41 H 1.71 2.17 -0.87
42 H 2.29 -3.81 2.58
43 H 1.06 2.17 1.23
44 H 0.24 2.97 0.19
45 H -2.27 1.14 -0.66
46 H -3.50 1.86 -2.56
47 H -2.68 3.07 3.43
48 H 0.82 -1.15 -3.93
49 H -0.58 1.92 2.21
50 H 1.23 -1.06 0.47
51 H 2.55 3.06 -1.92
52 H 3.45 1.91 0.05
53 H -1.96 -3.90 1.90
54 H -2.66 -1.50 -1.34
55 H 1.80 -4.53 1.28
56 H -0.90 3.24 -2.52
57 H 1.03 2.76 -2.43
58 H -4.07 -2.92 0.10

Its spin multiplicity is 1. The net charge is +1. The gap between HOMO and LUMO is 10.70 eV.

Results of the Löwdin charge analysis, in e, for atoms 1 through 6:
1. O -0.035
2. O -0.071
3. O -0.053
4. O -0.049
5. O -0.053
6. O -0.058

B.
# H39O19

A cluster of 19 separate species, H39O19 in total (ωB97M-V/def2-TZVPD, the Open Molecules 2025 dataset).

Cartesian coordinates (Å):
1 O 2.27 -0.12 1.21
2 O 2.68 4.24 0.16
3 O -0.56 -2.99 2.87
4 O -0.06 3.58 -1.30
5 O 2.20 2.03 -0.76
6 O -3.62 -1.86 1.62
7 O 2.10 1.25 3.08
8 O 3.71 0.08 -0.88
9 O -3.19 2.93 2.05
10 O -1.80 1.38 0.10
11 O -3.05 2.72 -2.36
12 O -0.46 -3.30 -0.08
13 O -3.36 -2.46 -1.21
14 O 0.54 2.25 1.08
15 O 4.03 -2.79 1.36
16 O -1.63 -2.03 -3.09
17 O 0.79 -2.49 -2.36
18 O -1.57 -0.39 1.74
19 O 1.51 0.21 -2.33
20 H -0.07 4.51 -1.01
21 H 2.70 3.53 0.85
22 H 1.75 0.65 3.72
23 H -0.68 3.47 -2.02
24 H -0.86 -1.02 1.75
25 H 3.45 -3.48 1.05
26 H -3.02 3.55 1.33
27 H 1.17 1.84 -0.88
28 H -4.15 -2.52 2.03
29 H 2.55 3.87 -0.72
30 H 4.27 -2.10 0.72
31 H -3.51 3.38 -1.74
32 H -0.62 -2.09 -3.16
33 H 1.62 1.60 0.18
34 H 2.10 -0.95 0.77
35 H 3.52 -0.51 -1.64
36 H 0.15 -3.36 0.73
37 H -2.08 -2.64 -3.54
38 H -2.89 -2.63 -2.02
39 H 0.94 -0.59 -2.18
40 H 1.37 -3.26 -2.34
41 H -2.60 2.16 1.84
42 H -2.40 -0.58 2.22
43 H -3.20 -2.43 0.98
44 H -0.49 -3.93 3.25
45 H -2.47 3.27 -2.83
46 H 0.16 -2.56 -1.67
47 H -2.22 1.54 -0.73
48 H -4.28 -2.31 -1.39
49 H 1.30 1.69 2.90
50 H 4.75 -0.02 -0.98
51 H -0.27 1.71 1.18
52 H -1.31 -3.58 0.45
53 H 1.96 -0.28 -3.08
54 H -1.96 0.41 0.01
55 H 0.40 3.03 0.41
56 H 2.28 -0.41 2.18
57 H 2.66 1.19 -1.14
58 H -0.53 -2.41 3.63

Its spin multiplicity is 1. The net charge is +1. The gap between HOMO and LUMO is 9.94 eV.

Results of the Löwdin charge analysis, in e, for atoms 1 through 6:
1. O -0.097
2. O -0.069
3. O -0.085
4. O -0.024
5. O -0.038
6. O -0.038

We find A to be the most stable, with the next structure 62.6 kcal/mol higher.

A.
# C4H6N2

A cluster of 2 separate species, C4H6N2 in total (ωB97M-V/def2-TZVPD, the Open Molecules 2025 dataset).

Cartesian coordinates (Å):
1 N -1.75 0.26 0.12
2 N -0.02 -1.17 0.05
3 C 0.95 -0.06 0.04
4 C -0.93 1.12 0.12
5 C 0.32 1.41 -0.04
6 C -1.26 -0.98 0.01
7 H 1.53 -0.19 0.88
8 H 0.47 -2.04 0.17
9 H 0.86 2.14 0.66
10 H 1.50 -0.05 -0.82
11 H -2.34 -2.35 -0.31
12 H 0.67 1.90 -0.87

Its spin multiplicity is 1. The net charge is +2. The gap between HOMO and LUMO is 9.92 eV.

Results of the Löwdin charge analysis, in e, for atoms 1 through 6:
1. N 0.304
2. N 0.164
3. C 0.059
4. C 0.195
5. C 0.026
6. C -0.047

B.
# C4H6N2

A cluster of 2 separate species, C4H6N2 in total (ωB97M-V/def2-TZVPD, the Open Molecules 2025 dataset).

Cartesian coordinates (Å):
1 N -0.42 -0.15 -0.32
2 N 0.79 1.66 0.47
3 C -1.46 -0.78 -0.72
4 C 1.30 0.61 1.05
5 C 0.85 -0.60 0.34
6 C -0.30 1.27 -0.15
7 H -2.12 -0.15 -1.31
8 H -1.39 2.04 -1.01
9 H 2.16 0.71 1.67
10 H -1.58 -1.91 -0.59
11 H 0.59 -1.47 0.91
12 H 1.58 -1.24 -0.36

Its spin multiplicity is 1. The net charge is +2. The gap between HOMO and LUMO is 8.83 eV.

Results of the Löwdin charge analysis, in e, for atoms 1 through 6:
1. N -0.056
2. N 0.202
3. C 0.330
4. C 0.143
5. C -0.008
6. C 0.081

C.
# C4H6N2

The ion C4H6N2 with charge +2 (ωB97M-V/def2-TZVPD, the Open Molecules 2025 dataset).

Cartesian coordinates (Å):
1 N 1.71 0.59 0.01
2 N -0.54 0.29 -0.20
3 C 1.63 -0.72 -0.11
4 C 0.53 1.17 0.03
5 C 0.25 -1.13 0.00
6 C -1.75 0.66 -0.03
7 H 2.46 -1.36 -0.34
8 H -0.08 -1.94 -0.62
9 H 0.31 2.25 0.10
10 H -2.45 -0.10 0.35
11 H -2.17 1.64 -0.24
12 H 0.11 -1.36 1.08

Its spin multiplicity is 1. The net charge is +2. The gap between HOMO and LUMO is 8.80 eV.

Results of the Löwdin charge analysis, in e, for atoms 1 through 6:
1. N 0.218
2. N 0.037
3. C 0.142
4. C 0.095
5. C 0.084
6. C 0.329

We find C to be the most stable, with the next structure 49.6 kcal/mol higher.

A.
# C3H7O

A cluster of 2 separate species, C3H7O in total (ωB97M-V/def2-TZVPD, the Open Molecules 2025 dataset).

Cartesian coordinates (Å):
1 O -0.69 -0.41 1.13
2 C -0.95 0.00 -0.04
3 C 2.87 0.53 -0.09
4 C -2.04 -0.32 -0.83
5 H -2.64 -1.14 -0.46
6 H 3.10 0.01 -1.03
7 H 2.60 1.54 -0.39
8 H -2.09 -0.04 -1.88
9 H 1.94 0.08 0.26
10 H -0.17 0.72 -0.39
11 H 3.74 0.50 0.57

Its spin multiplicity is 1. The net charge is -1. The gap between HOMO and LUMO is 6.14 eV.

Results of the Löwdin charge analysis, in e, for atoms 1 through 6:
1. O -0.240
2. C -0.591
3. C -0.053
4. C -0.141
5. H -0.014
6. H 0.011

B.
# C3H7O

A cluster of 2 separate species, C3H7O in total (ωB97M-V/def2-TZVPD, the Open Molecules 2025 dataset).

Cartesian coordinates (Å):
1 O -1.46 1.87 2.07
2 C 1.31 -1.27 -0.47
3 C -0.89 1.28 1.08
4 C -1.35 0.95 -0.24
5 H 1.53 -1.97 -1.32
6 H 2.05 -0.45 -0.63
7 H -2.27 0.94 -0.77
8 H 1.40 -1.79 0.47
9 H 0.06 0.78 1.45
10 H -0.66 0.55 -0.97
11 H 0.29 -0.91 -0.66

Its spin multiplicity is 1. The net charge is -1. The gap between HOMO and LUMO is 6.14 eV.

Results of the Löwdin charge analysis, in e, for atoms 1 through 6:
1. O -0.259
2. C -0.078
3. C -0.515
4. C -0.126
5. H 0.010
6. H 0.028

C.
# C3H7O

The ion C3H7O with charge -1 (ωB97M-V/def2-TZVPD, the Open Molecules 2025 dataset).

Cartesian coordinates (Å):
1 O -0.57 1.34 0.98
2 C 0.06 -1.26 -1.13
3 C 0.51 0.03 -0.58
4 C 0.00 0.18 0.89
5 H 0.21 -1.13 -2.28
6 H 1.50 0.17 -0.77
7 H -0.01 0.84 -1.05
8 H 0.90 -0.22 1.60
9 H 0.39 -2.17 -0.63
10 H -0.74 -0.61 1.13
11 H -1.18 -1.28 -0.96

Its spin multiplicity is 1. The net charge is -1. The gap between HOMO and LUMO is 6.53 eV.

Results of the Löwdin charge analysis, in e, for atoms 1 through 6:
1. O -0.337
2. C -0.191
3. C -0.336
4. C -0.630
5. H 0.073
6. H 0.050

We find A to be the most stable, with the next structure 13.4 kcal/mol higher.

A.
# C24H74N6O10

A cluster of 10 separate species, C24H74N6O10 in total (ωB97M-V/def2-TZVPD, the Open Molecules 2025 dataset).

Cartesian coordinates (Å):
1 O -4.06 6.30 -0.21
2 O -3.87 -3.13 -2.59
3 O 7.55 -1.18 0.65
4 O -7.39 -0.67 0.79
5 O 1.46 -0.05 12.09
6 O -3.41 -3.01 -8.28
7 O 3.30 7.91 -1.01
8 O -0.12 -8.09 -3.04
9 O -1.01 -0.62 0.55
10 O -1.65 -4.27 5.47
11 N -5.43 -2.94 -11.44
12 N 4.12 10.57 -0.55
13 N -0.97 -6.71 -0.60
14 N 6.31 -3.88 0.03
15 N -5.57 4.42 2.68
16 N -0.20 -0.78 9.85
17 C -4.69 -4.93 -10.27
18 C 2.44 0.14 13.11
19 C -0.21 -7.80 -4.43
20 C 5.73 10.51 -2.40
21 C -3.75 6.01 2.81
22 C 8.15 0.05 0.26
23 C -5.12 -3.42 -10.15
24 C 4.50 8.47 -1.62
25 C -4.02 -2.53 -9.53
26 C -1.22 -8.10 -0.80
27 C 4.38 9.93 -1.86
28 C -2.26 -2.08 -7.91
29 C -3.47 6.07 -1.46
30 C 6.20 -1.37 0.12
31 C -4.92 5.57 1.95
32 C 3.30 6.52 -1.08
33 C -4.42 5.18 0.53
34 C -2.47 -8.57 -0.10
35 C 0.76 0.92 8.49
36 C -1.34 -8.49 -2.31
37 C 0.96 0.05 9.74
38 C 1.21 0.90 11.12
39 C 5.48 -2.74 0.48
40 C 5.25 -2.79 1.98
41 H -4.53 -1.60 -9.31
42 H 5.46 -0.64 0.44
43 H 0.36 1.51 11.43
44 H 3.50 10.08 -2.49
45 H -3.92 5.25 -2.03
46 H -1.65 -3.64 6.18
47 H -1.06 -0.28 9.74
48 H -0.03 -6.48 -0.89
49 H 3.18 0.91 12.88
50 H -4.93 3.89 3.26
51 H -0.26 -1.19 10.77
52 H -3.72 -3.10 -3.54
53 H -2.41 5.91 -1.27
54 H 0.78 -7.63 -4.86
55 H 7.74 0.94 0.75
56 H 2.02 0.56 14.02
57 H 8.34 0.32 -0.78
58 H 6.20 -4.68 0.63
59 H -1.82 -5.12 5.89
60 H 1.66 1.50 8.29
61 H 3.07 -0.75 13.19
62 H 9.15 0.01 0.71
63 H 2.32 6.11 -0.81
64 H -3.77 -5.18 -10.80
65 H -3.96 5.92 3.88
66 H -4.54 -3.07 -11.91
67 H 1.80 -0.64 9.61
68 H -3.66 4.41 0.67
69 H 6.34 -1.29 -0.95
70 H 7.25 -3.57 0.23
71 H 3.98 6.24 -0.28
72 H -8.26 -0.68 0.38
73 H 3.24 10.20 -0.23
74 H -3.24 -2.28 -10.26
75 H -0.07 1.62 8.59
76 H 4.58 -2.81 -0.13
77 H -4.59 -5.28 -9.24
78 H -3.32 -8.12 -0.62
79 H -2.53 -1.06 -7.64
80 H -5.65 6.34 1.70
81 H -3.56 6.86 -2.21
82 H -1.25 -1.43 1.01
83 H -6.04 -3.48 -9.58
84 H 6.25 -2.71 2.42
85 H 4.77 7.92 -2.52
86 H -1.08 -6.67 0.40
87 H 5.23 8.39 -0.82
88 H 5.72 10.25 -3.46
89 H -2.58 -8.25 0.93
90 H 3.64 6.10 -2.03
91 H -0.47 -8.78 -4.85
92 H 5.93 11.58 -2.31
93 H -1.38 -0.72 -0.33
94 H -1.54 -2.21 -8.71
95 H -0.34 -8.63 -0.44
96 H -3.59 -4.00 -2.33
97 H -1.57 -9.53 -2.51
98 H 4.96 -3.77 2.37
99 H -5.55 -5.43 -10.73
100 H -5.21 4.74 -0.08
101 H 4.61 -2.03 2.42
102 H -2.63 -9.64 -0.18
103 H -6.83 -1.12 0.16
104 H -2.91 5.34 2.60
105 H 4.05 11.57 -0.64
106 H 0.65 0.26 7.64
107 H -2.16 -7.92 -2.75
108 H -0.92 -6.98 -4.52
109 H -5.84 3.70 2.03
110 H -1.96 -2.53 -6.96
111 H 6.56 10.04 -1.87
112 H -6.01 -3.61 -11.92
113 H -3.48 7.05 2.62
114 H 1.97 1.65 10.88

Its spin multiplicity is 1. The gap between HOMO and LUMO is 9.21 eV.

Results of the Löwdin charge analysis, in e, for atoms 1 through 6:
1. O -0.180
2. O -0.055
3. O -0.195
4. O -0.054
5. O -0.201
6. O -0.217

B.
# C24H74N6O10

A cluster of 10 separate species, C24H74N6O10 in total (ωB97M-V/def2-TZVPD, the Open Molecules 2025 dataset).

Cartesian coordinates (Å):
1 O 0.73 3.95 -1.29
2 O -5.22 1.96 -5.36
3 O -2.62 -2.37 -2.21
4 O 1.49 -4.79 -0.73
5 O -1.40 1.84 -0.56
6 O 0.36 -3.54 2.85
7 O 5.33 -1.56 -0.67
8 O 2.35 1.37 1.76
9 O -4.37 2.88 3.50
10 O 0.34 -0.06 0.55
11 N -0.46 3.74 -4.81
12 N -1.52 0.65 2.91
13 N -2.91 0.67 -2.88
14 N 5.26 -3.29 1.64
15 N -0.38 -2.75 -0.66
16 N 2.09 -0.43 3.89
17 C -4.18 1.96 -4.45
18 C 6.46 -1.19 2.18
19 C 2.62 -5.62 -0.43
20 C -5.23 0.18 -2.96
21 C -3.04 0.47 4.74
22 C -4.06 0.54 -3.80
23 C 4.51 -1.24 0.46
24 C 1.67 3.18 -0.55
25 C 0.51 -2.99 -1.79
26 C 1.39 -4.40 2.47
27 C 0.62 3.49 -2.71
28 C 1.75 -1.82 4.00
29 C 5.07 -1.83 1.79
30 C -3.05 2.45 3.21
31 C -4.49 4.15 4.05
32 C 1.14 -2.17 5.35
33 C -2.92 0.94 3.29
34 C 0.75 -2.20 2.84
35 C -5.80 3.21 -5.69
36 C -1.74 4.23 -2.85
37 C 4.89 -0.86 -1.87
38 C 0.72 -1.68 -2.56
39 C -0.40 4.35 -3.47
40 C 1.87 -3.59 -1.41
41 H -3.83 -0.28 -4.48
42 H 1.89 -2.30 6.14
43 H 6.58 -0.20 1.81
44 H -1.19 1.21 2.13
45 H -2.15 1.04 -3.49
46 H -1.73 4.46 -1.74
47 H -3.45 -2.58 -1.72
48 H -0.16 -1.61 3.04
49 H -2.05 1.55 -1.22
50 H -1.23 4.11 -5.37
51 H -0.06 5.39 -3.50
52 H -6.28 3.63 -4.80
53 H 1.08 -1.89 -3.56
54 H 3.51 -1.58 0.19
55 H 1.41 3.47 0.48
56 H 2.56 0.93 2.57
57 H -5.56 4.23 4.25
58 H 4.34 -1.67 2.60
59 H -4.02 0.70 5.27
60 H -2.46 4.87 -3.34
61 H -1.91 -2.53 -1.48
62 H 5.82 -3.39 0.81
63 H -5.61 1.01 -2.38
64 H -5.01 -0.61 -2.23
65 H 1.28 0.04 4.17
66 H -0.28 -3.52 0.02
67 H 7.13 -1.74 1.57
68 H 1.89 -4.88 3.33
69 H 3.25 -5.80 -1.33
70 H 2.64 -2.38 3.74
71 H -1.39 -0.31 2.67
72 H 2.46 -3.76 -2.34
73 H 0.95 -5.15 1.83
74 H 0.94 0.64 0.86
75 H 2.20 -3.91 1.93
76 H 1.46 -1.13 -1.97
77 H -3.25 2.32 -4.91
78 H 0.30 2.46 -2.63
79 H -4.33 4.90 3.34
80 H 2.71 3.50 -0.73
81 H -0.94 2.62 -0.85
82 H 2.22 -6.60 -0.02
83 H -2.36 2.89 3.95
84 H -0.05 -1.93 -0.09
85 H -5.04 3.86 -6.08
86 H 1.64 2.09 -0.73
87 H 0.73 -3.17 5.30
88 H -3.73 0.44 2.70
89 H 1.63 3.56 -3.15
90 H 4.58 -0.14 0.61
91 H 0.33 -1.45 5.53
92 H 3.30 -5.10 0.23
93 H 5.76 -0.85 -2.54
94 H 1.23 -1.86 1.93
95 H 4.50 0.10 -1.65
96 H 0.02 -3.72 -2.40
97 H -6.60 3.02 -6.43
98 H 2.78 -0.24 4.56
99 H 5.78 -3.55 2.46
100 H -2.71 2.81 2.24
101 H -6.13 -0.13 -3.51
102 H 1.85 2.17 2.03
103 H -4.37 2.69 -3.65
104 H -2.81 -0.55 4.91
105 H 6.62 -1.32 3.23
106 H -2.39 1.08 5.37
107 H -2.56 -0.25 -2.53
108 H 0.41 3.96 -5.35
109 H 4.01 -1.38 -2.28
110 H -2.10 3.23 -2.88
111 H -0.48 0.39 0.17
112 H -0.20 -1.11 -2.63
113 H -3.91 4.27 4.94
114 H 2.37 -2.92 -0.70

Its spin multiplicity is 1. The gap between HOMO and LUMO is 9.69 eV.

Results of the Löwdin charge analysis, in e, for atoms 1 through 6:
1. O -0.224
2. O -0.191
3. O -0.145
4. O -0.227
5. O -0.052
6. O -0.164

We find B to be the most stable, with the next structure 85.4 kcal/mol higher.